No. 1
{
  "formula": "C35H40CuFN4O4S",
  "method": "wB97M-V/def2-TZVPD",
  "charge": 0,
  "relative_energy_kj_mol": 0.0,
  "symbols": ["Cu", "C", "C", "N", "C", "C", "C", "O", "O", "C", "O", "C", "C", "C", "F", "C", "C", "C", "N", "C", "C", "N", "C", "C", "H", "H", "H", "H", "H", "H", "H", "H", "H", "H", "H", "H", "H", "H", "H", "H", "H", "H", "C", "C", "C", "C", "C", "C", "C", "C", "C", "C", "C", "C", "O", "H", "H", "H", "H", "H", "H", "H", "H", "H", "H", "H", "H", "H", "H", "H", "H", "H", "S", "C", "N", "C", "C", "C", "C", "C", "C", "H", "H", "H", "H", "H"],
  "coordinates": [[2.34, 1.80, -1.02], [1.22, -4.66, -0.10], [1.14, -4.44, -1.60], [1.06, -3.03, -1.96], [2.23, -2.36, -2.21], [2.35, -1.02, -2.37], [3.79, -0.45, -2.34], [4.68, -1.21, -2.74], [3.90, 0.68, -1.80], [1.15, -0.23, -2.40], [1.10, 0.99, -2.56], [-0.11, -0.96, -2.12], [-1.28, -0.21, -2.03], [-2.44, -0.81, -1.63], [-3.58, -0.09, -1.54], [-2.46, -2.16, -1.27], [-1.31, -2.92, -1.41], [-0.12, -2.32, -1.83], [-3.61, -2.78, -0.69], [-3.50, -3.13, 0.72], [-4.23, -4.46, 0.92], [-5.20, -4.60, -0.22], [-5.95, -3.30, -0.41], [-4.94, -2.28, -0.98], [1.29, -5.73, 0.14], [0.36, -4.24, 0.42], [2.11, -4.17, 0.31], [0.30, -4.97, -2.05], [2.04, -4.84, -2.08], [3.13, -2.95, -2.23], [-1.24, 0.85, -2.23], [-1.35, -3.97, -1.17], [-3.93, -2.34, 1.35], [-2.45, -3.22, 1.00], [-4.80, -4.50, 1.85], [-3.56, -5.32, 0.87], [-5.83, -5.39, -0.08], [-4.64, -4.75, -1.06], [-6.32, -3.02, 0.57], [-6.79, -3.49, -1.07], [-5.16, -1.31, -0.53], [-5.06, -2.19, -2.06], [-0.31, 4.41, 1.13], [-1.17, 3.41, 0.36], [-0.89, 3.49, -1.14], [-1.07, 1.99, 0.89], [-2.23, 1.33, 1.26], [-2.21, 0.04, 1.79], [-0.97, -0.56, 1.98], [0.22, 0.07, 1.64], [1.53, -0.64, 1.96], [2.24, -1.17, 0.72], [2.48, 0.21, 2.80], [0.20, 1.36, 1.03], [1.29, 1.96, 0.67], [-0.47, 5.42, 0.74], [0.75, 4.16, 1.04], [-0.57, 4.41, 2.19], [-2.22, 3.71, 0.50], [0.10, 3.09, -1.37], [-0.94, 4.52, -1.49], [-1.63, 2.91, -1.71], [-3.18, 1.85, 1.14], [-3.12, -0.45, 2.09], [-0.92, -1.54, 2.45], [1.25, -1.50, 2.58], [2.59, -0.35, 0.09], [1.56, -1.80, 0.12], [3.11, -1.78, 0.99], [2.80, 1.10, 2.24], [3.36, -0.37, 3.08], [1.99, 0.55, 3.72], [2.45, 6.47, -1.08], [2.35, 4.91, -1.80], [2.92, 3.94, -1.18], [3.51, 4.41, -0.01], [4.20, 3.61, 0.91], [4.72, 4.21, 2.04], [4.56, 5.58, 2.26], [3.88, 6.38, 1.37], [3.36, 5.78, 0.22], [1.82, 4.76, -2.73], [4.30, 2.55, 0.72], [5.25, 3.61, 2.76], [4.97, 6.03, 3.16], [3.76, 7.44, 1.55]],
  "lowdin_charge": [0.310, -0.065, -0.193, -0.046, 0.002, -0.047, -0.625, 0.003, -0.043, -0.302, 0.024, -0.034, 0.100, -0.193, 0.058, -0.159, 0.049, -0.139, -0.103, -0.128, -0.070, 0.040, -0.073, -0.135, 0.076, 0.062, 0.077, 0.112, 0.123, 0.146, 0.123, 0.108, 0.117, 0.126, 0.133, 0.132, 0.180, 0.179, 0.133, 0.132, 0.129, 0.139, -0.058, -0.361, -0.057, -0.135, -0.072, -0.145, -0.079, -0.130, -0.357, -0.040, -0.059, -0.299, -0.128, 0.071, 0.062, 0.082, 0.121, 0.048, 0.076, 0.068, 0.103, 0.066, 0.094, 0.118, 0.061, 0.057, 0.095, 0.059, 0.075, 0.082, 1.043, -0.438, 0.039, -0.303, 0.001, -0.069, -0.090, -0.093, -0.478, 0.090, 0.116, 0.103, 0.100, 0.104]
}

No. 2
{
  "formula": "H2KN2O7",
  "method": "wB97M-V/def2-TZVPD",
  "charge": -1,
  "symbols": ["K", "N", "O", "O", "O", "N", "O", "O", "O", "O", "H", "H"],
  "coordinates": [[-1.07, -0.39, -0.22], [0.40, 1.13, 2.35], [0.85, 1.47, 1.25], [-0.39, 0.20, 2.40], [0.64, 1.72, 3.38], [0.52, 1.29, -3.19], [0.64, 0.19, -3.76], [1.13, 2.23, -3.58], [-0.02, 1.51, -2.11], [-0.79, -2.87, 0.87], [-0.34, -3.03, 1.70], [-1.56, -3.44, 0.90]],
  "lowdin_charge": [0.902, -0.696, -0.069, -0.149, -0.026, -0.696, -0.085, -0.036, -0.131, -0.106, 0.051, 0.039]
}

No. 3
{
  "formula": "C7H20NP",
  "method": "wB97M-V/def2-TZVPD",
  "charge": 2,
  "relative_energy_kj_mol": 143.8,
  "symbols": ["C", "C", "C", "C", "C", "C", "C", "N", "P", "H", "H", "H", "H", "H", "H", "H", "H", "H", "H", "H", "H", "H", "H", "H", "H", "H", "H", "H", "H"],
  "coordinates": [[1.72, 0.04, -1.15], [-0.02, 0.02, -2.84], [0.29, -1.81, -1.09], [-1.29, -1.03, 1.83], [-1.30, 2.03, 1.76], [1.12, 0.51, 2.17], [-0.53, 0.36, -0.71], [0.34, -0.39, -1.47], [-0.44, 0.43, 1.29], [2.40, -0.85, -1.39], [2.04, 0.69, -2.00], [1.76, 0.47, -0.18], [-1.05, -0.13, -3.07], [0.24, 0.98, -2.88], [0.59, -0.53, -3.55], [-0.69, -2.06, -1.21], [0.93, -2.27, -1.82], [0.69, -2.03, -0.11], [-1.22, -1.30, 2.88], [-1.11, -1.99, 1.26], [-2.37, -1.09, 1.58], [-1.10, 2.80, 1.03], [-0.74, 2.35, 2.59], [-2.36, 1.83, 1.88], [1.92, -0.24, 1.93], [0.80, 0.15, 3.06], [1.59, 1.54, 2.21], [-1.67, 0.11, -1.03], [-0.52, 1.42, -0.97]],
  "lowdin_charge": [0.037, 0.052, 0.039, -0.194, -0.097, -0.174, -0.234, -0.449, 0.986, 0.157, 0.137, 0.062, 0.129, 0.069, 0.145, 0.090, 0.127, 0.116, 0.083, 0.081, 0.092, 0.064, 0.044, 0.080, 0.100, 0.020, 0.124, 0.197, 0.116]
}

No. 4
{
  "formula": "C20H25N3O7S4",
  "method": "wB97M-V/def2-TZVPD",
  "charge": 0,
  "smiles": "O=C1NC(=O)c2c1ccc(CCSc1nnco1)c2S.O=S1(=O)CCCC1.O=S1(=O)CCCC1",
  "symbols": ["O", "C", "N", "C", "O", "C", "C", "C", "C", "C", "C", "C", "S", "C", "N", "N", "C", "O", "C", "S", "H", "H", "H", "H", "H", "H", "H", "H", "H", "O", "S", "O", "C", "C", "C", "C", "H", "H", "H", "H", "H", "H", "H", "H", "O", "S", "O", "C", "C", "C", "C", "H", "H", "H", "H", "H", "H", "H", "H"],
  "coordinates": [[1.28, 1.30, 1.59], [1.06, 0.25, 1.06], [1.98, -0.51, 0.24], [1.48, -1.83, -0.05], [2.09, -2.74, -0.53], [0.01, -1.81, 0.46], [-0.28, -0.54, 1.14], [-1.56, -0.21, 1.73], [-2.60, -1.25, 1.65], [-2.39, -2.56, 1.00], [-3.46, -3.68, 0.94], [-4.82, -3.25, 0.27], [-5.87, -2.33, 1.50], [-6.08, -0.71, 0.74], [-6.21, 0.41, 1.46], [-6.34, 1.39, 0.52], [-6.25, 0.85, -0.71], [-6.11, -0.54, -0.62], [-1.06, -2.81, 0.40], [-0.66, -4.38, -0.47], [2.35, 0.01, -0.56], [-1.70, 0.76, 2.24], [-3.58, -1.00, 2.13], [-3.12, -4.62, 0.44], [-3.71, -3.97, 2.01], [-4.71, -2.71, -0.70], [-5.41, -4.19, 0.03], [-6.30, 1.46, -1.63], [-0.49, -4.06, -1.79], [6.41, 2.43, 0.73], [5.64, 1.22, 0.60], [4.39, 1.17, -0.11], [6.71, -0.06, -0.03], [7.33, -0.69, 1.22], [6.19, -0.82, 2.23], [5.42, 0.51, 2.23], [7.45, 0.37, -0.70], [6.09, -0.79, -0.56], [7.79, -1.65, 1.00], [8.10, -0.02, 1.62], [5.52, -1.63, 1.91], [6.55, -1.07, 3.22], [4.36, 0.36, 2.42], [5.83, 1.20, 2.96], [-1.14, 0.92, -3.72], [-1.34, 1.38, -2.36], [-1.44, 0.46, -1.25], [-0.10, 2.61, -1.99], [-0.73, 3.92, -2.44], [-2.19, 3.87, -1.96], [-2.74, 2.49, -2.33], [0.82, 2.38, -2.52], [0.07, 2.60, -0.91], [-0.20, 4.78, -2.02], [-0.70, 4.00, -3.53], [-2.22, 4.00, -0.87], [-2.78, 4.67, -2.40], [-3.47, 2.14, -1.60], [-3.19, 2.50, -3.33]],
  "lowdin_charge": [0.105, -0.378, 0.155, -0.376, 0.097, -0.081, -0.081, 0.017, 0.000, -0.176, -0.240, -0.422, 0.951, -0.640, 0.024, 0.009, -0.137, 0.006, -0.408, 0.768, 0.139, 0.122, 0.080, 0.070, 0.116, 0.094, 0.082, 0.135, -0.106, -0.316, 0.666, -0.336, -0.232, -0.223, -0.214, -0.216, 0.108, 0.109, 0.116, 0.119, 0.118, 0.114, 0.098, 0.106, -0.314, 0.673, -0.312, -0.226, -0.217, -0.212, -0.221, 0.112, 0.104, 0.119, 0.121, 0.120, 0.115, 0.088, 0.106]
}

Kohn-Sham gap in eV, matching the order above: 4.21; 6.23; 13.47; 8.59